Record 1
C36H58BFN8PdS4 as an isolated structure. Source: OMol25; level of theory: wB97M-V/def2-TZVPD.

Summary:
HOMO level (spin up / spin down)	-0.2065 / -0.2585	hartree
Kohn-Sham gap (spin up / spin down)	6.17 / 6.79	eV
multiplicity	3
total charge	0
energy	-100409.8487	eV

CARTESIAN COORDINATES (ANGSTROEM)
Pd (-0.5532, 0.7974, -0.0518)
C (2.5110, -5.4779, 2.3729)
C (2.0336, -4.7733, 1.1005)
C (0.8580, -5.5416, 0.4859)
C (3.1855, -4.7156, 0.0954)
N (1.6081, -3.3894, 1.3035)
C (0.9514, -3.0742, 2.3817)
C (0.4329, -1.8033, 2.6791)
N (0.4648, -0.6237, 1.9833)
B (0.0139, 0.6281, 2.7850)
N (0.8760, 1.9355, 2.6075)
C (1.4116, 2.4442, 3.7789)
C (2.2164, 3.4755, 3.4827)
N (2.2045, 3.6179, 2.1060)
C (1.3671, 2.6792, 1.5848)
S (1.0381, 2.5449, -0.0907)
C (2.9335, 4.6922, 1.3697)
C (3.8414, 5.4274, 2.3565)
C (1.9256, 5.6875, 0.7980)
C (3.8246, 4.0840, 0.2802)
N (-1.5793, 0.9100, 2.8327)
C (-2.2545, 0.4081, 3.9249)
C (-3.5602, 0.7026, 3.8016)
N (-3.7119, 1.3953, 2.6125)
C (-2.4881, 1.5290, 2.0458)
S (-2.1023, 2.4149, 0.6083)
C (-5.0672, 1.8576, 2.1708)
C (-6.0662, 0.7361, 2.4871)
C (-5.3969, 3.1206, 2.9642)
C (-5.1526, 2.1394, 0.6753)
C (1.2040, -0.4865, 0.7475)
S (2.8718, -0.1778, 0.8805)
H (2.9456, -6.4461, 2.1174)
H (1.7003, -5.6636, 3.0784)
H (3.2742, -4.8804, 2.8746)
H (1.1609, -6.5521, 0.2020)
H (0.4967, -5.0226, -0.4042)
H (0.0307, -5.6127, 1.1947)
H (3.5184, -5.7181, -0.1824)
H (4.0276, -4.1661, 0.5183)
H (2.8606, -4.1868, -0.8029)
H (0.7491, -3.8017, 3.1735)
H (-0.0521, -1.7189, 3.6418)
H (0.1964, 0.3387, 3.9368)
H (1.1823, 2.0042, 4.7298)
H (2.8084, 4.0898, 4.1303)
H (3.2733, 5.9453, 3.1297)
H (4.3992, 6.1791, 1.8003)
H (4.5598, 4.7544, 2.8259)
H (1.3482, 6.1458, 1.6027)
H (1.2386, 5.2040, 0.1079)
H (2.4605, 6.4750, 0.2646)
H (4.3303, 3.1925, 0.6539)
H (4.5776, 4.8204, -0.0044)
H (3.2621, 3.8053, -0.6051)
H (-1.7406, -0.1223, 4.7043)
H (-4.3815, 0.4858, 4.4548)
H (-6.2750, 0.6454, 3.5522)
H (-5.6992, -0.2205, 2.1127)
H (-7.0104, 0.9569, 1.9914)
H (-5.3579, 2.9322, 4.0380)
H (-6.4011, 3.4646, 2.7127)
H (-4.6897, 3.9154, 2.7246)
H (-4.7920, 1.2966, 0.0871)
H (-4.5988, 3.0249, 0.3815)
H (-6.2072, 2.3003, 0.4459)
F (-5.6369, -2.7055, -0.5883)
C (-4.5040, -1.9703, -0.4517)
C (-3.6981, -2.1744, 0.6479)
C (-2.5382, -1.4144, 0.7763)
C (-2.1782, -0.4508, -0.1641)
C (-3.0371, -0.2765, -1.2522)
C (-4.1927, -1.0337, -1.4167)
H (-3.9712, -2.9200, 1.3841)
H (-1.9052, -1.5967, 1.6362)
H (-2.8213, 0.4896, -1.9915)
H (-4.8542, -0.8901, -2.2615)
C (1.3489, -3.8514, -5.3145)
C (-0.1419, -3.9862, -5.0227)
C (-0.8515, -2.6866, -4.6421)
C (-0.5585, -2.1615, -3.2457)
N (0.7909, -1.5901, -3.1779)
C (1.2936, -1.0016, -2.0716)
S (0.5897, -1.5525, -0.5969)
N (2.3096, -0.1662, -2.1252)
C (3.2053, 0.0566, -3.2492)
C (3.6093, 1.5224, -3.3621)
C (2.6114, 2.3752, -4.1412)
C (1.2115, 2.4287, -3.5424)
H (1.7677, -4.8022, -5.6452)
H (1.9102, -3.5384, -4.4346)
H (1.5257, -3.1228, -6.1106)
H (-0.2930, -4.7171, -4.2228)
H (-0.6393, -4.3963, -5.9050)
H (-1.9308, -2.8440, -4.6949)
H (-0.6280, -1.9055, -5.3796)
H (-0.6417, -2.9755, -2.5220)
H (-1.2872, -1.3995, -2.9533)
H (1.1562, -1.2561, -4.0548)
H (2.6584, 0.1238, -1.1907)
H (2.7459, -0.2569, -4.1896)
H (4.0834, -0.5793, -3.1000)
H (4.5757, 1.5636, -3.8708)
H (3.7670, 1.9239, -2.3565)
H (2.5595, 1.9932, -5.1669)
H (3.0132, 3.3883, -4.2203)
H (0.6982, 1.4662, -3.6129)
H (0.5968, 3.1658, -4.0597)
H (1.2443, 2.6959, -2.4861)

---

Record 2
A 7-piece molecular cluster, C36H58F2N12O7S2 overall at a distorted geometry. Source: OMol25; level of theory: wB97M-V/def2-TZVPD.

Summary:
HOMO level	-0.4362	hartree
Kohn-Sham gap	1.10	eV
energy relative to the best compared isomer or geometry (same formula, charge and spin)	1.370	eV
multiplicity	1
total charge	+4
energy	-97545.1886	eV

CARTESIAN COORDINATES (ANGSTROEM)
C (-1.4358, 7.2980, 0.7401)
C (-0.4003, 6.7000, 1.7161)
N (0.9733, 6.4986, 1.1716)
C (2.0535, 6.3358, 1.9181)
C (3.1595, 6.2313, 1.0552)
N (2.7177, 6.2999, -0.2334)
C (1.3547, 6.5222, -0.1896)
C (3.5584, 6.3122, -1.4520)
H (-1.4051, 6.6643, -0.1462)
H (-1.2222, 8.3465, 0.5323)
H (-2.3954, 7.2191, 1.2512)
H (-0.8420, 5.7470, 2.0071)
H (-0.2554, 7.1253, 2.7092)
H (1.9396, 6.3877, 2.9909)
H (4.2042, 6.0713, 1.2773)
H (0.7382, 6.7141, -1.0554)
H (4.2104, 7.1832, -1.5172)
H (2.8681, 6.2140, -2.2897)
H (4.1582, 5.4035, -1.5039)
C (-8.3868, -6.8368, -1.1880)
C (-7.6053, -5.7894, -0.4137)
N (-7.1800, -4.7923, -1.2981)
C (-7.8366, -3.6841, -1.7189)
C (-6.9838, -2.9240, -2.5195)
N (-5.7276, -3.4951, -2.5274)
C (-5.8727, -4.6813, -1.7844)
C (-4.4941, -3.0568, -3.1187)
H (-7.9385, -7.3886, -2.0143)
H (-9.2988, -6.3667, -1.5559)
H (-8.7193, -7.5736, -0.4568)
H (-6.7388, -6.0960, 0.1722)
H (-8.2303, -5.2692, 0.3121)
H (-8.8745, -3.5228, -1.4675)
H (-7.1137, -1.9721, -3.0127)
H (-5.1252, -5.4251, -1.5512)
H (-3.6649, -3.5518, -2.6133)
H (-4.3325, -1.9791, -3.0969)
H (-4.3773, -3.5611, -4.0780)
C (4.1062, 0.5766, 2.5369)
C (4.0181, 0.8151, 4.0379)
N (5.2138, 0.2673, 4.6484)
C (5.3133, -1.0814, 4.8377)
C (6.6106, -1.3280, 5.3209)
N (7.2506, -0.1214, 5.4715)
C (6.3759, 0.8959, 5.0469)
C (8.6218, 0.0509, 5.8654)
H (4.8913, 1.2128, 2.1282)
H (3.1675, 0.8863, 2.0775)
H (4.1062, -0.4666, 2.2208)
H (3.1294, 0.3533, 4.4681)
H (4.0642, 1.8894, 4.2166)
H (4.5874, -1.8318, 4.5612)
H (7.1891, -2.2378, 5.3839)
H (6.5658, 1.9581, 5.0929)
H (8.8457, 0.9548, 6.4319)
H (9.2812, 0.1110, 4.9995)
H (8.8717, -0.7812, 6.5237)
C (7.2836, -0.1224, -1.9134)
C (6.7034, -1.2017, -2.8748)
N (5.7804, -2.1298, -2.2643)
C (5.8456, -2.7894, -1.0378)
C (4.7736, -3.6449, -0.9483)
N (3.9461, -3.4155, -2.0153)
C (4.6072, -2.5254, -2.8511)
C (2.6924, -4.1302, -2.1919)
H (7.9899, 0.5187, -2.4409)
H (7.7699, -0.6316, -1.0813)
H (6.4798, 0.5136, -1.5425)
H (7.4911, -1.7953, -3.3388)
H (6.2341, -0.6855, -3.7123)
H (6.6897, -2.6052, -0.3899)
H (4.5494, -4.3179, -0.1340)
H (4.2342, -2.1416, -3.7892)
H (2.7313, -4.4475, -3.2339)
H (1.8581, -3.4498, -2.0214)
H (2.6603, -4.9359, -1.4584)
C (-5.8588, 3.9290, -1.3726)
N (-5.5551, 3.0373, -0.1554)
C (-4.3613, 2.4143, -0.0221)
C (-4.0394, 1.5984, 1.0842)
C (-5.0194, 1.3765, 2.0153)
C (-6.2997, 2.0191, 1.8370)
C (-6.5492, 2.8061, 0.6750)
C (-4.8610, 0.5090, 3.2375)
C (-3.9019, 0.8091, 4.2394)
C (-3.7213, -0.0890, 5.2906)
N (-4.4874, -1.2503, 5.3405)
C (-5.4499, -1.4950, 4.4354)
C (-5.6413, -0.6363, 3.3807)
C (-4.3134, -2.3188, 6.4116)
H (-6.5667, 3.3133, -1.9275)
H (-4.9114, 4.0398, -1.9001)
H (-6.2765, 4.8626, -0.9956)
H (-3.7303, 2.5135, -0.8929)
H (-3.0866, 1.1074, 1.2165)
H (-7.0787, 1.9666, 2.5832)
H (-7.4709, 3.3532, 0.5428)
H (-3.1502, 1.5725, 4.1029)
H (-2.9584, -0.0874, 6.0551)
H (-6.0077, -2.3942, 4.6515)
H (-6.2545, -1.0122, 2.5750)
H (-3.4274, -2.8875, 6.1292)
H (-5.1450, -3.0045, 6.5735)
H (-4.1395, -1.7125, 7.3006)
N (2.8019, -1.7104, -9.1625)
S (2.2686, -3.0756, -8.8126)
O (2.6828, -3.7718, -7.6018)
O (1.7382, -3.8574, -9.9177)
F (0.9108, -2.3870, -8.1684)
S (4.3430, -2.3253, -9.3195)
O (4.5966, -3.3717, -10.3042)
O (5.0185, -2.4771, -8.0786)
F (4.9608, -0.9664, -10.0005)
N (0.7243, 1.0348, -3.1527)
O (0.5241, 0.7662, -4.3533)
O (0.1895, 0.3871, -2.2853)
O (1.4958, 1.9213, -2.9347)